Entry 1:
# C4H4N2O2

A molecular structure, C4H4N2O2 at a distorted geometry (wB97M-V/def2-TZVPD, OMol25).

The calculation puts the frontier orbital gap at 10.30 eV. The calculation puts the LUMO energy at 0.407 eV. As for the energy above the lowest of the compared OMol25 structures with the same formula, charge and spin: 8.893 eV. Its molar mass is 112.1 g mol⁻¹. Its HOMO energy is -9.9 eV. As for the largest force on an atom: 9.457 eV/Å. For the total energy, the calculation gives -414.51939 Ha.

Structure (ORCA input):
```
! RIJCOSX wB97M-V def2-TZVPD def2/J DEFGRID3
* xyz 0 1
C -0.19269 0.86230 -0.76054
C 0.28089 -0.80285 1.55762
C -0.23870 -1.17559 0.20540
C 0.35729 -0.41200 -0.89151
H -0.07648 -1.59599 2.68079
H -1.30792 -0.64482 0.31248
H 0.81717 -2.36434 -1.15049
H 1.34732 -0.04258 -0.97891
N 0.47287 0.45354 1.68980
N 0.10199 -1.75721 -1.12816
O -1.10576 1.55561 -1.32327
O 0.35015 1.31218 0.64063
*
```

Entry 2:
# C3H3NS

2 unconnected molecules or ions with the total composition C3H3NS at a distorted geometry (wB97M-V/def2-TZVPD, OMol25).

The calculation puts the frontier orbital gap (spin up / spin down) at 8.15 / 8.12 eV. The calculation puts the LUMO energy (spin up / spin down) at 0.192 / -2.474 eV. As for the energy above the lowest of the compared OMol25 structures with the same formula, charge and spin: 3.242 eV. Its molar mass is 85.1 g mol⁻¹. Its HOMO energy (spin up / spin down) is -8.0 / -10.6 eV. As for the largest force on an atom: 5.216 eV/Å. For the total energy, the calculation gives -568.82228 Ha.

Structure (ORCA input):
```
! RIJCOSX wB97M-V def2-TZVPD def2/J DEFGRID3
* xyz 0 3
C -1.53566 -0.50400 -0.20723
C 0.83447 0.09899 0.66285
C -0.28284 0.17266 -0.30469
N -2.50811 -1.04356 0.04750
S 0.34743 1.78271 -0.08831
H 0.72948 0.10630 1.66398
H 1.81975 -0.23781 0.23289
H 0.59547 -0.37529 -2.00699
*
```

Entry 3:
# C5H16NO

2 unconnected molecules or ions with the total composition C5H16NO at a distorted geometry (wB97M-V/def2-TZVPD, OMol25).

The calculation puts the frontier orbital gap at 10.29 eV. The calculation puts the LUMO energy at -3.412 eV. As for the energy above the lowest of the compared OMol25 structures with the same formula, charge and spin: 1.619 eV. Its molar mass is 106.2 g mol⁻¹. Its HOMO energy is -13.7 eV. As for the largest force on an atom: 1.696 eV/Å. For the total energy, the calculation gives -329.82136 Ha.

Structure (ORCA input):
```
! RIJCOSX wB97M-V def2-TZVPD def2/J DEFGRID3
* xyz 1 1
C 1.22315 -1.10981 -1.01509
O 1.36179 -0.73799 -2.42875
C 1.77574 0.05678 -0.21541
C 1.79680 -0.21735 1.35031
H 0.15019 -1.20388 -0.82577
H 1.66211 -2.07801 -0.74314
H 1.34564 -1.54621 -2.96000
H 2.79630 0.16396 -0.63174
H 1.22214 1.00826 -0.36058
H 2.56361 -0.93444 1.56735
H 1.87747 0.70296 1.95557
H 0.85590 -0.75687 1.69485
C -2.55956 0.40620 -0.38492
C -2.34886 0.46226 1.12582
N -1.04251 1.08572 1.33300
H -3.58872 0.03508 -0.49036
H -2.45456 1.39861 -0.82293
H -1.81060 -0.20988 -0.84988
H -3.07563 1.07379 1.65147
H -2.35715 -0.54637 1.64346
H -0.33895 0.48004 0.85340
H -0.73024 1.09949 2.28570
H -1.03783 2.02887 0.96738
*
```

Entry 4:
# C5H6N2O

A single C5H6N2O molecule at a distorted geometry (wB97M-V/def2-TZVPD, OMol25).

The calculation puts the frontier orbital gap at 9.89 eV. The calculation puts the LUMO energy at 0.289 eV. As for the energy above the lowest of the compared OMol25 structures with the same formula, charge and spin: 4.475 eV. Its molar mass is 110.1 g mol⁻¹. Its HOMO energy is -9.6 eV. As for the largest force on an atom: 10.441 eV/Å. For the total energy, the calculation gives -378.70649 Ha.

Structure (ORCA input):
```
! RIJCOSX wB97M-V def2-TZVPD def2/J DEFGRID3
* xyz 0 1
H 2.76112 -1.23350 0.48341
N 2.57399 -0.40475 0.03808
C 1.28123 -0.23863 -0.09538
C 0.14509 -1.27408 0.04688
C -1.27917 -0.42524 -0.05099
O -2.48291 -0.71659 0.16245
C -0.76575 0.87199 -0.41627
C -0.10890 1.54384 0.54254
N 0.57420 0.87900 -0.49417
H 0.25294 -1.86140 1.10273
H 0.45999 -2.02469 -0.89619
H -1.47241 1.11346 -1.34531
H -0.10367 0.93908 1.54281
H 0.29300 2.61282 0.84484
*
```

Entry 5:
# C5H6O4S

A single C5H6O4S molecule at a distorted geometry (wB97M-V/def2-TZVPD, OMol25).

The calculation puts the frontier orbital gap at 9.98 eV. The calculation puts the LUMO energy at 0.525 eV. As for the energy above the lowest of the compared OMol25 structures with the same formula, charge and spin: 0.000 eV. Its molar mass is 162.2 g mol⁻¹. Its HOMO energy is -9.5 eV. As for the largest force on an atom: 4.462 eV/Å. For the total energy, the calculation gives -893.24957 Ha.

Structure (ORCA input):
```
! RIJCOSX wB97M-V def2-TZVPD def2/J DEFGRID3
* xyz 0 1
O -0.19621 3.38313 -0.83729
O 0.19744 -2.75496 0.42775
O 0.26881 1.71947 0.57713
O -0.26932 1.23118 -1.52506
C -0.08311 2.18630 -0.62052
S -0.77600 -1.70870 0.78983
C 0.29691 -0.50269 1.57028
C -1.04685 -0.88825 -0.74289
C 0.78485 0.38599 0.41479
C 0.17823 0.01783 -0.95549
H 1.12885 -1.06037 2.01987
H -0.19762 0.02967 2.35495
H -1.97516 -0.28563 -0.71037
H -1.11991 -1.65508 -1.53110
H 1.89659 0.37847 0.38066
H 0.91250 -0.47636 -1.61252
*
```

Entry 6:
# C4H12O3

3 unconnected molecules or ions with the total composition C4H12O3 at a distorted geometry (wB97M-V/def2-TZVPD, OMol25).

The calculation puts the frontier orbital gap at 9.44 eV. The calculation puts the LUMO energy at 0.599 eV. As for the energy above the lowest of the compared OMol25 structures with the same formula, charge and spin: 2.894 eV. Its molar mass is 108.1 g mol⁻¹. Its HOMO energy is -8.8 eV. As for the largest force on an atom: 7.539 eV/Å. For the total energy, the calculation gives -385.21542 Ha.

Structure (ORCA input):
```
! RIJCOSX wB97M-V def2-TZVPD def2/J DEFGRID3
* xyz 0 1
C -2.46421 -0.30729 -0.84236
C -1.37800 0.57828 -1.36863
C -0.18773 0.86370 -0.83261
C 1.20319 1.47959 -1.12972
O -0.17655 0.10147 0.32957
H -2.22736 -0.89654 0.04533
H -2.74366 -1.00328 -1.51458
H -3.26569 0.38591 -0.52858
H -1.66635 0.96830 -2.38117
H 1.20243 1.81591 -2.23569
H 2.02338 0.78586 -0.97753
H 1.41932 2.18810 -0.34584
H -0.06432 0.49452 1.22921
O 1.31422 0.02515 2.54318
H 2.13292 -0.17917 2.78874
H 0.76289 -0.73032 2.25433
O 1.07509 -2.15110 0.39810
H 0.81293 -1.57791 0.99165
H 0.87187 -1.74133 -0.45284
*
```

molar mass of number 4 (C5H6N2O)?
110.1 g mol⁻¹

molar mass of number 3 (C5H16NO)?
106.2 g mol⁻¹